Molecular formula: C30H29N7O8
Method: DFT, ωB97M-V/def2-TZVPD

Results
- calculated total energy (Ha) = -2145.4028
- energy relative to the best compared isomer or geometry (same formula, charge and spin) (kJ/mol) = 0.0
- SMILES = O=[N+]([O-])c1ccccc1.O=[N+]([O-])c1ccccc1.O=[N+]([O-])c1ccccc1.O=[N+]([O-])c1ccccc1.CC#N.CC#N.CC#N
- spin multiplicity = 1

Last columns: bonded neighbours and bond lengths (Å).
Element x y z (Å)
1 O -5.103 1.497 -0.886  N2 1.207
2 N -3.926 1.431 -0.624  O1 1.207, O3 1.222, C4 1.471
3 O -3.328 0.405 -0.341  N2 1.222
4 C -3.155 2.684 -0.605  N2 1.471, C5 1.377, C9 1.380
5 C -3.686 3.791 -1.230  C4 1.377, C6 1.393, H10 1.078
6 C -2.897 4.935 -1.331  C5 1.393, C7 1.383, H11 1.082
7 C -1.624 4.955 -0.793  C6 1.383, C8 1.400, H12 1.083
8 C -1.123 3.809 -0.162  C7 1.400, C9 1.381, H13 1.084
9 C -1.886 2.663 -0.064  C4 1.380, C8 1.381, H14 1.077
10 H -4.673 3.803 -1.664  C5 1.078
11 H -3.313 5.794 -1.841  C6 1.082
12 H -0.909 5.760 -0.901  C7 1.083
13 H -0.103 3.784 0.205  C8 1.084
14 H -1.505 1.731 0.320  C9 1.077
15 O -7.091 -0.746 -3.924  N16 1.218
16 N -6.553 -0.354 -4.944  O15 1.218, O17 1.218, C18 1.465
17 O -7.115 0.223 -5.857  N16 1.218
18 C -5.114 -0.595 -5.081  N16 1.465, C19 1.388, C23 1.377
19 C -4.521 -0.411 -6.322  C18 1.388, C20 1.381, H24 1.080
20 C -3.180 -0.706 -6.469  C19 1.381, C21 1.385, H25 1.082
21 C -2.458 -1.199 -5.394  C20 1.385, C22 1.391, H26 1.083
22 C -3.042 -1.299 -4.136  C21 1.391, C23 1.384, H27 1.081
23 C -4.397 -1.048 -3.997  C18 1.377, C22 1.384, H28 1.082
24 H -5.109 0.006 -7.127  C19 1.080
25 H -2.722 -0.577 -7.440  C20 1.082
26 H -1.407 -1.436 -5.500  C21 1.083
27 H -2.431 -1.585 -3.292  C22 1.081
28 H -4.891 -1.243 -3.054  C23 1.082
29 O 2.800 -1.413 0.674  N30 1.215
30 N 3.789 -1.805 1.262  O29 1.215, O31 1.216, C32 1.470
31 O 4.580 -2.612 0.815  N30 1.216
32 C 3.989 -1.349 2.645  N30 1.470, C33 1.378, C37 1.377
33 C 2.917 -0.818 3.328  C32 1.378, C34 1.390, H38 1.082
34 C 3.105 -0.450 4.655  C33 1.390, C35 1.393, H39 1.081
35 C 4.326 -0.691 5.281  C34 1.393, C36 1.385, H40 1.084
36 C 5.399 -1.191 4.560  C35 1.385, C37 1.390, H41 1.081
37 C 5.230 -1.512 3.219  C32 1.377, C36 1.390, H42 1.080
38 H 1.925 -0.777 2.897  C33 1.082
39 H 2.279 -0.091 5.252  C34 1.081
40 H 4.430 -0.341 6.301  C35 1.084
41 H 6.358 -1.331 5.037  C36 1.081
42 H 6.040 -1.933 2.640  C37 1.080
43 O 1.474 3.023 2.471  N44 1.218
44 N 0.663 2.243 2.935  O43 1.218, O45 1.212, C46 1.462
45 O -0.100 1.576 2.270  N44 1.212
46 C 0.664 2.071 4.387  N44 1.462, C47 1.382, C51 1.375
47 C -0.216 1.166 4.950  C46 1.382, C48 1.388, H52 1.081
48 C -0.114 0.874 6.303  C47 1.388, C49 1.381, H53 1.081
49 C 0.778 1.575 7.091  C48 1.381, C50 1.395, H54 1.083
50 C 1.588 2.562 6.529  C49 1.395, C51 1.385, H55 1.081
51 C 1.544 2.787 5.163  C46 1.375, C50 1.385, H56 1.081
52 H -0.965 0.642 4.372  C47 1.081
53 H -0.758 0.126 6.743  C48 1.081
54 H 0.833 1.398 8.158  C49 1.083
55 H 2.344 3.066 7.114  C50 1.081
56 H 2.242 3.483 4.718  C51 1.081
57 C 2.219 -2.049 -4.859  C58 1.452, H60 1.091, H61 1.088, H62 1.089
58 C 3.535 -2.112 -4.249  C57 1.452, N59 1.149
59 N 4.569 -2.199 -3.756  C58 1.149
60 H 2.081 -2.929 -5.489  C57 1.091
61 H 2.109 -1.162 -5.478  C57 1.088
62 H 1.438 -2.059 -4.099  C57 1.089
63 C 2.502 -4.298 -1.382  C64 1.455, H66 1.083, H67 1.087, H68 1.099
64 C 2.221 -5.152 -2.526  C63 1.455, N65 1.151
65 N 2.040 -5.817 -3.448  C64 1.151
66 H 2.807 -4.786 -0.465  C63 1.083
67 H 1.712 -3.559 -1.275  C63 1.087
68 H 3.370 -3.707 -1.705  C63 1.099
69 C -0.144 -0.923 0.375  C70 1.458, H72 1.087, H73 1.090, H74 1.086
70 C 0.010 -1.433 -0.982  C69 1.458, N71 1.142
71 N 0.138 -1.808 -2.053  C70 1.142
72 H -1.184 -0.741 0.635  C69 1.087
73 H 0.389 0.027 0.388  C69 1.090
74 H 0.308 -1.642 1.052  C69 1.086